(1)
This record from the Open Molecules 2025 dataset describes the molecule C14H10N2O5S at a distorted geometry. The level of theory is ωB97M-V/def2-TZVPD.

Element x y z (Å)
1 O -1.761 -2.601 1.350
2 C -1.651 -2.004 0.194
3 C -1.193 -2.693 -0.861
4 S 0.663 -3.090 -0.582
5 C 1.249 -1.590 -0.339
6 N 0.689 -0.509 -0.884
7 N 1.551 0.536 -0.447
8 C 2.733 -0.038 -0.105
9 C 3.919 0.519 0.341
10 C 4.342 1.964 -0.144
11 C 5.766 1.870 0.524
12 C 6.044 0.378 0.831
13 O 5.052 -0.114 0.584
14 O 2.522 -1.521 -0.170
15 C -2.308 -0.625 -0.004
16 C -2.279 0.056 -1.150
17 C -2.980 1.096 -1.408
18 C -3.915 1.626 -0.185
19 O -4.621 2.973 -0.515
20 C -4.087 0.829 1.080
21 C -3.323 -0.220 0.948
22 O -3.526 -0.873 2.121
23 H -1.009 -2.207 -1.822
24 H -1.691 -3.641 -1.130
25 H 3.728 2.709 -0.275
26 H 6.334 2.679 0.685
27 H 6.868 0.101 1.309
28 H -1.666 -0.217 -2.034
29 H -2.867 1.977 -2.094
30 H -5.036 2.896 0.249
31 H -4.693 1.479 1.743
32 H -2.856 -1.747 2.189

Properties
Max |F|: 17.207 eV/Å
Energy relative to the best compared isomer or geometry (same formula, charge and spin): 17.93 kJ/mol
SMILES: O=C(CSc1nnc(-c2ccco2)o1)c1ccc(O)cc1O
Electronic energy: -38720.008 eV
Lowest unoccupied orbital energy: -0.020 hartree

***

(2)
This record from the Open Molecules 2025 dataset describes a structure of composition C14H11BrF6N3OPdSb at a distorted geometry. The level of theory is ωB97M-V/def2-TZVPD.

Element x y z (Å)
1 Pd 0.326 0.347 -0.506
2 O 0.186 -0.252 1.612
3 C -0.608 -0.879 2.335
4 C -0.581 -0.669 3.767
5 C -1.364 -1.406 4.636
6 C -2.273 -2.335 4.142
7 C -2.351 -2.560 2.755
8 C -1.600 -1.830 1.827
9 C -1.796 -1.988 0.430
10 N -0.999 -1.526 -0.567
11 C -1.570 -1.856 -1.723
12 C -2.771 -2.562 -1.466
13 N -2.878 -2.626 -0.140
14 H 0.064 0.129 4.117
15 H -1.276 -1.263 5.705
16 H -2.898 -2.898 4.821
17 H -2.965 -3.389 2.417
18 H -1.140 -1.607 -2.681
19 H -3.497 -2.974 -2.153
20 H -3.655 -3.047 0.354
21 F -1.891 1.000 -0.558
22 Sb -1.519 2.778 -1.488
23 F -0.210 1.431 -2.378
24 F -2.706 2.296 -2.823
25 F -0.430 4.116 -2.190
26 F -2.618 3.554 -0.225
27 F 0.016 2.563 -0.141
28 Br 2.636 -1.136 -0.524
29 C 3.373 0.465 -1.225
30 C 4.719 0.601 -1.655
31 C 5.062 1.810 -2.227
32 C 4.109 2.819 -2.333
33 C 2.782 2.581 -1.830
34 N 2.464 1.422 -1.306
35 H 5.427 -0.213 -1.555
36 H 6.067 1.965 -2.599
37 H 4.347 3.785 -2.764
38 H 2.021 3.355 -1.859

Properties
Max |F|: 3.094 eV/Å
2S+1: 6
Total charge: +3
Electronic energy: -117548.159 eV
Lowest unoccupied orbital energy (spin up / spin down): -0.362 / -0.514 hartree
<S²>: 8.80

***

(3)
This record from the Open Molecules 2025 dataset describes a structure of composition C14H11BrNO7Ru. The level of theory is ωB97M-V/def2-TZVPD.

Element x y z (Å)
1 Ru -0.092 -0.024 -0.225
2 O -3.394 1.735 0.398
3 C -2.295 1.409 0.755
4 O -1.216 1.592 -0.028
5 C -2.009 0.793 2.121
6 C -0.577 1.087 2.547
7 C -0.342 0.774 4.019
8 C -0.343 -0.773 4.023
9 C -0.577 -1.092 2.553
10 O 0.141 -0.004 1.880
11 C -2.011 -0.797 2.131
12 C -2.313 -1.423 0.772
13 O -3.418 -1.735 0.423
14 O -1.238 -1.626 -0.012
15 H -2.748 1.203 2.807
16 H -0.189 2.038 2.201
17 H -1.117 1.213 4.645
18 H 0.623 1.161 4.338
19 H -1.120 -1.207 4.649
20 H 0.621 -1.161 4.348
21 H -0.191 -2.044 2.207
22 H -2.743 -1.196 2.830
23 Br -2.450 0.036 -2.687
24 C -0.683 0.023 -3.228
25 C -0.308 0.007 -4.562
26 C 1.041 -0.009 -4.869
27 C 1.983 -0.003 -3.853
28 C 1.537 0.012 -2.552
29 N 0.229 0.021 -2.247
30 C 2.451 0.009 -1.357
31 O 3.648 0.055 -1.477
32 O 1.817 -0.043 -0.203
33 H -1.066 0.006 -5.331
34 H 1.356 -0.027 -5.904
35 H 3.048 -0.009 -4.036

Properties
Max |F|: 0.894 eV/Å
Energy relative to the best compared isomer or geometry (same formula, charge and spin): 126.87 kJ/mol
2S+1: 2
Electronic energy: -103143.102 eV
Lowest unoccupied orbital energy (spin up / spin down): -0.048 / -0.036 hartree
<S²>: 0.76

***

(4)
This record from the Open Molecules 2025 dataset describes a structure of composition C14H11Cl3CoN5OSi. The level of theory is ωB97M-V/def2-TZVPD.

Element x y z (Å)
1 Co 0.041 0.973 -0.743
2 N 0.364 -3.154 -1.146
3 C 0.418 -1.841 -1.405
4 N 0.054 -0.928 -0.565
5 C -0.451 -1.294 0.698
6 N -0.870 -0.370 1.494
7 N -0.708 0.865 0.892
8 C -0.992 1.953 1.549
9 C -0.769 3.120 0.751
10 C -1.050 4.431 1.144
11 C -0.814 5.458 0.255
12 C -0.303 5.168 -1.008
13 C -0.033 3.856 -1.337
14 N -0.248 2.849 -0.488
15 C -0.495 -2.711 1.042
16 C -0.937 -3.172 2.284
17 C -0.955 -4.522 2.557
18 C -0.529 -5.436 1.591
19 C -0.089 -5.001 0.360
20 C -0.073 -3.635 0.088
21 H 0.691 -3.799 -1.846
22 H 0.797 -1.526 -2.371
23 H -1.339 1.952 2.572
24 H -1.447 4.622 2.132
25 H -1.027 6.480 0.537
26 H -0.111 5.951 -1.728
27 H 0.368 3.572 -2.300
28 H -1.260 -2.442 3.014
29 H -1.297 -4.876 3.519
30 H -0.543 -6.496 1.808
31 H 0.244 -5.706 -0.392
32 Cl 3.457 -0.625 -2.053
33 Si 2.491 1.145 -2.577
34 Cl 3.352 2.594 -1.385
35 Cl 3.137 1.498 -4.489
36 O 0.926 1.046 -2.453

Properties
Max |F|: 0.857 eV/Å
Energy relative to the best compared isomer or geometry (same formula, charge and spin): 0.00 kJ/mol
Electronic energy: -107272.729 eV
Lowest unoccupied orbital energy (spin up / spin down): -0.026 / -0.026 hartree

***

(5)
This record from the Open Molecules 2025 dataset describes a cluster of 2 separate species, C14H11F3N3O4S in total at a distorted geometry. The level of theory is ωB97M-V/def2-TZVPD.

Element x y z (Å)
1 F -1.600 -2.137 -1.594
2 C -1.665 -1.209 -0.589
3 F -2.983 -0.951 -0.325
4 F -1.101 -1.744 0.525
5 S -0.995 0.361 -1.131
6 N -1.039 1.291 3.788
7 C -0.189 0.797 4.755
8 O 1.019 0.585 4.661
9 C -0.953 0.537 6.073
10 C -2.391 0.807 5.722
11 C -2.349 1.149 4.212
12 O -3.381 1.268 3.555
13 H -0.813 -0.490 6.416
14 H -0.592 1.225 6.846
15 H -3.031 -0.055 5.917
16 H -2.775 1.665 6.286
17 C 1.129 1.654 -0.218
18 C 0.791 0.279 -0.811
19 C 1.241 -0.798 0.110
20 N 1.711 -1.628 0.781
21 C 1.374 -0.017 -2.213
22 C 1.171 0.944 -3.238
23 C 1.065 0.536 -4.553
24 C 1.291 -0.823 -4.864
25 N 0.777 -1.379 -6.071
26 O 0.884 -2.616 -6.251
27 O 0.198 -0.633 -6.892
28 C 1.747 -1.721 -3.886
29 C 1.837 -1.294 -2.566
30 H 0.817 2.467 -0.876
31 H 0.622 1.754 0.748
32 H 2.208 1.706 -0.052
33 H 1.066 1.994 -2.968
34 H 0.725 1.201 -5.336
35 H 1.933 -2.756 -4.148
36 H 2.250 -1.970 -1.813

Properties
Max |F|: 3.224 eV/Å
Total charge: -1
Electronic energy: -46342.863 eV
Lowest unoccupied orbital energy: 0.021 hartree

***

(6)
This record from the Open Molecules 2025 dataset describes a structure of composition C14H11N3O3S3SeV. The level of theory is ωB97M-V/def2-TZVPD.

Element x y z (Å)
1 V 0.814 0.937 -1.318
2 S 2.776 -0.240 -1.576
3 C 2.419 -0.458 0.125
4 N 1.290 0.077 0.527
5 C 1.075 -0.103 1.888
6 C -0.019 0.345 2.622
7 C -0.056 0.056 3.971
8 C 0.973 -0.665 4.586
9 C 2.062 -1.114 3.864
10 C 2.102 -0.823 2.505
11 S 3.331 -1.246 1.338
12 H -0.808 0.909 2.142
13 H -0.893 0.397 4.566
14 H 0.917 -0.874 5.646
15 H 2.857 -1.669 4.343
16 Se -1.898 0.734 -3.192
17 N -0.870 -0.027 -1.900
18 C -1.497 -1.126 -1.463
19 C -1.024 -2.041 -0.485
20 C -1.806 -3.109 -0.176
21 C -3.075 -3.343 -0.797
22 C -3.555 -2.502 -1.740
23 C -2.767 -1.366 -2.101
24 N -3.125 -0.486 -3.021
25 H -0.066 -1.892 -0.013
26 H -1.457 -3.817 0.565
27 H -3.646 -4.212 -0.503
28 H -4.504 -2.657 -2.234
29 C 2.071 4.285 -2.445
30 S 0.577 3.419 -2.153
31 O -0.545 4.269 -2.315
32 O 0.590 2.176 -2.996
33 O 0.706 2.793 -0.762
34 H 2.039 4.665 -3.463
35 H 2.905 3.602 -2.304
36 H 2.106 5.106 -1.731

Properties
Max |F|: 0.247 eV/Å
Energy relative to the best compared isomer or geometry (same formula, charge and spin): 0.00 kJ/mol
2S+1: 3
Total charge: +1
Electronic energy: -148845.302 eV
Lowest unoccupied orbital energy (spin up / spin down): -0.181 / -0.174 hartree
<S²>: 2.02

***

(7)
This record from the Open Molecules 2025 dataset describes a structure of composition C14H12Br24IN2OPS at a distorted geometry. The level of theory is ωB97M-V/def2-TZVPD.

Element x y z (Å)
1 O 1.307 2.358 1.947
2 P 1.320 2.294 0.177
3 I 0.636 4.498 -0.672
4 C 3.157 1.881 -0.271
5 C 4.354 3.029 -0.264
6 C 5.891 2.567 -0.621
7 C 6.261 1.003 -0.983
8 C 5.007 -0.079 -0.965
9 N 5.181 -1.569 -1.232
10 S 3.532 -2.218 -1.052
11 N 2.431 -0.877 -0.650
12 C 3.441 0.272 -0.629
13 H 2.080 1.738 2.192
14 H 4.102 4.159 0.013
15 H 6.727 3.397 -0.614
16 H 7.331 0.591 -1.241
17 C -2.936 0.649 -0.629
18 Br -2.055 -0.244 -2.116
19 Br -1.684 1.692 0.434
20 Br -4.449 1.719 -1.221
21 H -3.335 -0.134 0.023
22 C 0.993 -5.858 0.057
23 Br -0.475 -6.123 -1.191
24 Br 2.413 -7.161 -0.207
25 Br 1.666 -4.033 0.006
26 H 0.591 -6.022 1.063
27 C 3.050 -3.879 -4.783
28 Br 3.776 -2.076 -4.855
29 Br 4.123 -5.047 -3.657
30 Br 1.178 -3.885 -4.256
31 H 3.097 -4.283 -5.800
32 C -5.233 0.592 3.285
33 Br -6.701 0.327 2.036
34 Br -3.813 -0.711 3.020
35 Br -4.560 2.417 3.234
36 H -5.635 0.428 4.290
37 C 6.838 -0.993 -7.144
38 Br 7.603 -2.259 -5.880
39 Br 6.968 0.838 -6.502
40 Br 7.603 -1.194 -8.921
41 H 5.772 -1.229 -7.226
42 C -8.163 0.938 6.637
43 Br -9.631 0.673 5.388
44 Br -6.743 -0.365 6.372
45 Br -7.490 2.763 6.586
46 H -8.565 0.773 7.642
47 C -8.444 -3.708 0.877
48 Br -8.667 -3.242 -0.999
49 Br -6.588 -3.565 1.443
50 Br -9.632 -2.680 2.024
51 H -8.730 -4.760 0.981
52 C 1.002 7.391 3.068
53 Br 1.370 8.558 1.556
54 Br -0.630 6.364 2.809
55 Br 2.518 6.246 3.485
56 H 0.839 8.036 3.938

Properties
Max |F|: 7.470 eV/Å
Energy relative to the best compared isomer or geometry (same formula, charge and spin): 992.08 kJ/mol
Electronic energy: -1728972.383 eV
Lowest unoccupied orbital energy: -0.071 hartree